Record 1
A 2-piece molecular cluster, C3H10O2S overall in a non-equilibrium geometry, computed with ωB97M-V with the def2-TZVPD basis set.

The total charge is 0. The relative energy (zero: lowest compared OMol25 entry of this formula, charge and spin) comes out at 35.09 kcal per mole. The HOMO energy comes out at -9.112 eV. Its frontier orbital gap is 9.61 eV. The structure (SMILES) is OCCCS.O. The calculation puts the energy at -668.89434 Ha. The lowest unoccupied orbital energy is 0.50 eV.

Each line ends with the Löwdin charge.
Atoms and positions in Å:
C (-0.706, 0.570, -1.150)  -0.1786
O (-1.645, 0.774, 0.049)  -0.1313
C (0.732, 1.064, -0.744)  -0.2418
C (1.622, 0.251, 0.163)  -0.6985
S (3.145, 0.785, 0.826)  0.6729
H (-0.635, -0.435, -1.542)  0.1074
H (-1.060, 1.321, -1.816)  0.0926
H (-2.555, 0.563, -0.259)  0.0747
H (1.087, 0.912, -1.784)  0.1126
H (0.656, 2.107, -0.307)  0.1304
H (1.998, -0.667, -0.391)  0.0753
H (1.171, -0.265, 1.024)  0.0620
H (4.011, 0.074, -0.107)  -0.0722
H (-2.002, -1.903, 2.224)  -0.0341
H (-3.224, -2.565, 1.512)  0.0790
O (-2.594, -2.587, 2.302)  -0.0504



Record 2
C19H27AuNPS as an isolated structure, computed with ωB97M-V with the def2-TZVPD basis set.

The total charge is 0. The relative energy (zero: lowest compared OMol25 entry of this formula, charge and spin) comes out at 0.00 kcal per mole. The HOMO energy comes out at -7.334 eV. Its frontier orbital gap is 7.93 eV. The calculation puts the energy at -1670.23162 Ha. The lowest unoccupied orbital energy is 0.59 eV.

Each line ends with the Löwdin charge.
Atoms and positions in Å:
Au (-0.120, 0.321, -1.948)  0.4562
S (0.282, 1.833, -3.755)  0.4593
C (-0.887, 2.933, -3.100)  -0.8183
C (-1.083, 4.224, -3.613)  -0.1140
C (-2.074, 5.016, -3.076)  -0.0846
C (-2.860, 4.524, -2.034)  -0.0880
C (-2.573, 3.260, -1.559)  -0.1656
N (-1.611, 2.485, -2.060)  -0.0486
H (-0.449, 4.572, -4.417)  0.0967
H (-2.232, 6.015, -3.463)  0.1040
H (-3.664, 5.110, -1.611)  0.0941
H (-3.125, 2.839, -0.723)  0.0976
C (-1.882, 0.446, 1.403)  -0.0982
C (-0.356, 0.319, 1.448)  -0.6787
C (0.121, -0.168, 2.813)  -0.0797
C (0.266, 1.696, 1.175)  -0.1017
P (0.170, -0.802, 0.025)  0.9635
C (1.955, -1.044, 0.350)  -0.3496
C (2.487, -1.963, 1.254)  -0.1028
C (3.855, -2.043, 1.458)  -0.0769
C (4.718, -1.191, 0.784)  -0.0808
C (4.203, -0.267, -0.111)  -0.0722
C (2.836, -0.204, -0.337)  -0.1111
C (-0.665, -2.486, 0.130)  -0.6795
C (-0.870, -3.085, 1.521)  -0.0847
C (0.161, -3.416, -0.771)  -0.0982
C (-2.047, -2.328, -0.528)  -0.1181
H (-2.203, 1.295, 2.010)  0.0898
H (-2.370, -0.450, 1.789)  0.0649
H (-2.221, 0.619, 0.378)  0.0601
H (-0.203, 0.545, 3.575)  0.0910
H (1.210, -0.221, 2.853)  0.0770
H (-0.285, -1.146, 3.073)  0.0598
H (-0.013, 2.385, 1.977)  0.0898
H (-0.086, 2.113, 0.230)  0.0489
H (1.355, 1.641, 1.148)  0.0749
H (1.844, -2.623, 1.817)  0.0856
H (4.251, -2.773, 2.152)  0.1053
H (5.784, -1.244, 0.961)  0.1041
H (4.868, 0.401, -0.644)  0.1072
H (2.447, 0.489, -1.072)  0.0662
H (0.044, -3.163, 2.106)  0.0579
H (-1.268, -4.097, 1.405)  0.0914
H (-1.596, -2.509, 2.095)  0.0682
H (1.128, -3.670, -0.344)  0.0705
H (0.332, -2.947, -1.743)  0.0750
H (-0.392, -4.343, -0.941)  0.0879
H (-2.717, -1.718, 0.078)  0.0620
H (-2.505, -3.313, -0.646)  0.0880
H (-1.962, -1.868, -1.514)  0.0543



Record 3
A 2-piece molecular cluster, C4H8O2 overall in a non-equilibrium geometry, computed with ωB97M-V with the def2-TZVPD basis set.

The total charge is 0. The relative energy (zero: lowest compared OMol25 entry of this formula, charge and spin) comes out at 80.23 kcal per mole. The HOMO energy comes out at -9.120 eV. Its frontier orbital gap is 9.93 eV. The structure (SMILES) is C=CO.C=CO. The calculation puts the energy at -307.58458 Ha. The lowest unoccupied orbital energy is 0.81 eV.

Each line ends with the Löwdin charge.
Atoms and positions in Å:
C (0.417, 1.929, 4.060)  -0.0130
C (0.424, 1.199, 2.905)  -0.2429
O (1.586, 0.467, 2.694)  -0.0621
H (-0.523, 2.489, 4.304)  0.0559
H (1.269, 2.107, 4.708)  0.0496
H (-0.454, 0.969, 2.220)  0.1272
H (2.379, 0.985, 2.836)  0.0852
C (-0.218, -2.276, -3.174)  0.0062
C (-0.915, -1.271, -3.637)  -0.2466
O (-1.443, -0.268, -2.822)  -0.0216
H (0.448, -2.685, -3.804)  0.0106
H (0.124, -2.456, -2.184)  0.0601
H (-0.899, -0.988, -4.692)  0.1126
H (-1.738, 0.503, -3.296)  0.0787



Record 4
C37H51CsN2O3P2Si2 as an isolated structure in a non-equilibrium geometry, computed with ωB97M-V with the def2-TZVPD basis set.

The total charge is -2. The relative energy (zero: lowest compared OMol25 entry of this formula, charge and spin) comes out at 31.54 kcal per mole. The HOMO energy comes out at -1.076 eV. Its frontier orbital gap is 4.96 eV. The calculation puts the energy at -3057.54597 Ha. The lowest unoccupied orbital energy is 3.88 eV.

Each line ends with the Löwdin charge.
Atoms and positions in Å:
Cs (-0.878, 2.574, -0.420)  1.2335
C (-1.893, 2.895, 4.194)  -0.1787
Si (-0.114, 2.620, 3.573)  0.2964
C (0.800, 1.972, 5.129)  -0.1759
C (0.707, 4.306, 3.241)  -0.1887
N (-0.110, 1.796, 2.098)  -0.4626
P (0.042, 0.225, 1.809)  0.5298
C (-0.065, 0.006, 0.138)  -0.6597
P (0.208, -1.465, -0.657)  0.5784
N (0.336, -1.220, -2.235)  -0.2671
Si (0.602, -2.374, -3.442)  0.3117
C (-0.997, -2.754, -4.419)  -0.1799
C (1.839, -1.680, -4.709)  -0.1836
C (1.261, -4.119, -3.018)  -0.1765
C (-1.142, -2.738, -0.543)  -0.2485
C (-2.395, -2.205, -0.870)  -0.1223
C (-3.520, -3.005, -0.968)  -0.1014
C (-3.415, -4.374, -0.750)  -0.1217
C (-2.180, -4.921, -0.442)  -0.1067
C (-1.053, -4.112, -0.340)  -0.1061
C (1.674, -2.420, -0.121)  -0.2833
C (1.708, -3.377, 0.886)  -0.1183
C (2.889, -4.037, 1.195)  -0.1050
C (4.069, -3.699, 0.553)  -0.1162
C (4.064, -2.692, -0.405)  -0.0988
C (2.877, -2.068, -0.742)  -0.1036
C (1.602, -0.261, 2.654)  -0.2760
C (2.673, 0.588, 2.348)  -0.0988
C (3.924, 0.399, 2.905)  -0.0971
C (4.134, -0.650, 3.794)  -0.1172
C (3.094, -1.515, 4.080)  -0.1065
C (1.845, -1.339, 3.496)  -0.1124
C (-1.258, -0.559, 2.874)  -0.2461
C (-2.497, -0.726, 2.254)  -0.0826
C (-3.613, -1.130, 2.970)  -0.0889
C (-3.508, -1.382, 4.332)  -0.1187
C (-2.281, -1.222, 4.962)  -0.1077
C (-1.169, -0.808, 4.242)  -0.1172
H (-1.922, 3.500, 5.107)  0.0132
H (-2.364, 1.931, 4.407)  0.0086
H (-2.492, 3.399, 3.431)  0.0179
H (1.121, 2.805, 5.761)  0.0158
H (1.691, 1.398, 4.857)  0.0075
H (0.154, 1.327, 5.728)  0.0069
H (0.407, 5.061, 3.976)  0.0122
H (0.449, 4.681, 2.249)  0.0089
H (1.795, 4.204, 3.297)  0.0142
H (-1.332, -1.878, -4.981)  -0.0005
H (-1.801, -3.045, -3.737)  0.0099
H (-0.842, -3.571, -5.132)  0.0118
H (1.666, -0.613, -4.867)  0.0050
H (1.737, -2.195, -5.672)  0.0117
H (2.872, -1.809, -4.371)  0.0113
H (0.462, -4.736, -2.598)  0.0080
H (2.068, -4.073, -2.284)  0.0059
H (1.643, -4.623, -3.911)  0.0158
H (-2.450, -1.140, -1.070)  0.0983
H (-4.479, -2.569, -1.224)  0.0945
H (-4.289, -5.011, -0.831)  0.0850
H (-2.087, -5.991, -0.293)  0.0898
H (-0.096, -4.571, -0.132)  0.0794
H (0.793, -3.622, 1.413)  0.0978
H (2.895, -4.806, 1.959)  0.0933
H (4.992, -4.206, 0.812)  0.0859
H (4.989, -2.411, -0.897)  0.0927
H (2.839, -1.308, -1.515)  0.1006
H (2.482, 1.415, 1.673)  0.1034
H (4.739, 1.071, 2.659)  0.0930
H (5.104, -0.793, 4.255)  0.0862
H (3.259, -2.350, 4.752)  0.0920
H (1.045, -2.030, 3.730)  0.0935
H (-2.558, -0.533, 1.189)  0.0790
H (-4.565, -1.255, 2.468)  0.0955
H (-4.376, -1.697, 4.900)  0.0862
H (-2.194, -1.421, 6.025)  0.0912
H (-0.228, -0.655, 4.755)  0.0767
C (0.478, 5.649, -3.779)  -0.1044
O (0.807, 4.570, -4.631)  -0.1851
C (-0.339, 3.886, -5.089)  -0.2123
C (0.065, 2.532, -5.653)  -0.2154
O (0.250, 1.549, -4.673)  -0.1808
C (-0.959, 0.984, -4.200)  -0.1082
H (-0.043, 6.442, -4.336)  0.0831
H (1.415, 6.043, -3.387)  0.0831
H (-0.158, 5.328, -2.948)  0.0570
H (-0.838, 4.484, -5.869)  0.1223
H (-1.042, 3.742, -4.260)  0.1152
H (1.022, 2.637, -6.171)  0.1259
H (-0.698, 2.212, -6.380)  0.1169
H (-1.523, 0.528, -5.027)  0.0824
H (-1.586, 1.732, -3.708)  0.0739
H (-0.676, 0.217, -3.477)  0.0415
C (-2.782, 6.168, -0.081)  -0.1777
C (-2.658, 4.747, -0.702)  -0.4890
O (-1.625, 4.621, -1.385)  -0.6141
H (-2.917, 6.076, 1.001)  0.0359
H (-3.676, 6.658, -0.485)  0.0347
H (-1.900, 6.790, -0.294)  0.0417



Record 5
A 2-piece molecular cluster, C3H11N2O overall in a non-equilibrium geometry, computed with ωB97M-V with the def2-TZVPD basis set.

The total charge is +1. The relative energy (zero: lowest compared OMol25 entry of this formula, charge and spin) comes out at 46.99 kcal per mole. The HOMO energy comes out at -14.130 eV. Its frontier orbital gap is 10.83 eV. The calculation puts the energy at -305.37785 Ha. The lowest unoccupied orbital energy is -3.30 eV.

Each line ends with the Löwdin charge.
Atoms and positions in Å:
C (1.951, 1.533, -1.093)  0.0000
C (0.550, 1.162, -0.819)  -0.4665
O (0.159, 0.304, 0.000)  -0.0291
N (-0.225, 1.735, -1.858)  0.1692
H (2.483, 0.650, -0.967)  0.0687
H (2.391, 2.382, -0.735)  0.0603
H (-1.144, 1.488, -1.677)  0.0726
H (0.024, 2.442, -2.526)  0.1157
H (2.054, 1.849, -2.209)  0.1303
C (-1.799, -1.858, 1.241)  0.0455
N (-0.214, -1.516, 1.585)  0.0866
H (-0.363, -0.596, 2.164)  0.1843
H (0.095, -2.190, 2.319)  0.1523
H (0.440, -1.445, 0.712)  0.1680
H (-2.306, -0.997, 0.931)  0.0620
H (-2.292, -2.153, 2.207)  0.1049
H (-1.803, -2.788, 0.726)  0.0751



Q: The highest lowest unoccupied orbital energy belongs to which entry?
A: C37H51CsN2O3P2Si2